Entry 1:
33
Properties=species:S:1:pos:R:3:lowdin_charge:R:1 method="wB97M-V/def2-TZVPD" lumo_energy_ev="-2.06 / -2.04" e_homo_ha="-0.2391 / -0.2399"
C 1.959 -1.766 1.367 -0.20
C 2.055 -2.049 -0.081 -0.15
C 0.740 -2.276 -0.557 -0.14
H 2.986 -2.133 -0.629 0.13
C -0.167 -2.291 0.563 -0.11
C 0.606 -2.118 1.745 -0.11
H 0.267 -2.263 2.771 0.13
H 2.756 -1.522 2.040 0.11
H 0.499 -2.401 -1.616 0.13
H -1.222 -2.504 0.487 0.13
Ti 0.910 -0.223 0.368 0.80
Cl 2.612 1.215 0.273 0.22
C 1.148 2.011 -2.402 -0.24
C -0.078 1.345 -2.700 -0.19
C 0.238 0.110 -3.346 -0.20
H -1.076 1.744 -2.514 0.07
C 1.651 0.017 -3.450 -0.20
C 2.223 1.184 -2.866 -0.23
H 3.283 1.419 -2.808 0.07
H 1.243 2.985 -1.918 0.07
H -0.485 -0.608 -3.727 0.07
H 2.211 -0.786 -3.932 0.07
F -4.501 1.594 2.893 0.03
C -3.247 1.238 2.437 -0.25
C -2.299 0.829 3.369 0.00
C -1.025 0.397 2.907 -0.09
C -0.781 0.493 1.537 -0.23
C -1.686 1.033 0.641 -0.10
C -2.976 1.391 1.081 0.01
H -2.517 0.851 4.433 0.12
H -0.230 0.041 3.561 0.10
H -1.355 1.189 -0.386 0.06
H -3.740 1.853 0.458 0.12

Entry 2:
44
Properties=species:S:1:pos:R:3:lowdin_charge:R:1 method="wB97M-V/def2-TZVPD" lumo_energy_ev="-1.11 / -1.08" e_homo_ha="-0.3046 / -0.3033" spin_multiplicity=3
C 2.072 3.024 0.960 -0.24
C 3.123 1.984 0.500 -0.21
H 1.650 3.577 0.112 -0.04
H 2.586 3.744 1.608 0.08
H 1.268 2.569 1.550 0.02
H 2.834 1.351 -0.355 -0.03
H 4.026 2.523 0.173 0.08
H 3.403 1.331 1.341 0.07
C -2.530 1.399 -0.482 -0.10
C -3.800 1.240 -1.063 -0.03
C -4.039 0.130 -1.872 -0.04
C -3.015 -0.791 -2.072 0.01
H -2.276 2.268 0.128 0.12
H -4.555 2.001 -0.866 0.11
H -5.009 -0.008 -2.352 0.12
H -3.132 -1.684 -2.681 0.11
N -1.533 0.510 -0.671 0.01
C -1.776 -0.582 -1.440 -0.21
C -0.663 -1.513 -1.498 -0.18
N 0.443 -1.114 -0.796 0.05
C 1.415 -2.001 -0.538 -0.08
C 0.330 -3.653 -1.909 -0.04
C 1.402 -3.291 -1.084 -0.02
H 2.186 -1.665 0.168 0.13
H 2.231 -3.955 -0.861 0.11
C -0.717 -2.764 -2.128 0.01
H -1.607 -3.005 -2.709 0.11
H 0.321 -4.626 -2.394 0.11
Ni 0.517 0.799 -0.055 0.36
I 0.866 2.286 -2.108 0.28
F 1.294 -2.172 2.535 0.13
C 1.312 -1.179 3.466 -0.49
F 0.950 -1.717 4.656 0.15
F 2.605 -0.768 3.561 0.15
C 0.403 0.015 2.997 -0.30
O 0.890 0.350 1.789 -0.20
C -1.129 -0.378 2.962 -0.48
F -1.619 -0.659 4.189 0.16
F -1.858 0.646 2.441 0.13
F -1.334 -1.451 2.154 0.14
C 0.600 1.212 3.996 -0.49
F 0.290 0.886 5.276 0.15
F 1.888 1.652 3.970 0.14
F -0.177 2.265 3.618 0.14

Entry 3:
44
Properties=species:S:1:pos:R:3:lowdin_charge:R:1 method="wB97M-V/def2-TZVPD" lumo_energy_ev=-9.35 relative_energy_kcal_mol=95.3 e_homo_ha=-0.5641 total_charge=+2
C 0.277 1.684 1.137 0.01
C 0.170 -1.597 1.521 -0.15
H 1.286 1.836 1.482 0.06
H -0.178 1.459 2.500 0.10
H -0.662 2.303 1.181 0.12
H 0.346 -2.472 0.972 -0.01
H 1.092 -1.457 2.093 0.03
H -0.787 -1.715 2.058 0.05
C 0.098 2.711 -1.667 -0.07
C 0.182 3.487 -2.808 0.02
C 0.090 2.867 -4.054 0.03
C -0.075 1.496 -4.165 0.05
H 0.179 3.092 -0.648 0.11
H 0.317 4.545 -2.683 0.13
H 0.154 3.449 -4.960 0.14
H -0.138 0.966 -5.098 0.12
N -0.115 1.389 -1.832 -0.06
C -0.164 0.732 -3.008 -0.19
C -0.312 -0.743 -2.998 -0.19
N -0.318 -1.383 -1.811 -0.06
C -0.387 -2.728 -1.634 -0.05
C -0.569 -2.892 -4.018 0.03
C -0.532 -3.508 -2.766 0.02
H -0.345 -3.110 -0.616 0.11
H -0.613 -4.572 -2.633 0.13
C -0.457 -1.517 -4.143 0.05
H -0.486 -0.989 -5.080 0.12
H -0.685 -3.480 -4.916 0.14
Sn 0.080 -0.031 -0.132 0.95
I 2.746 -0.141 -0.473 0.45
F -1.717 1.734 3.620 0.14
C -1.437 0.485 4.168 -0.47
F -1.545 0.546 5.477 0.23
F -2.372 -0.334 3.600 0.18
C -0.004 -0.006 3.812 -0.18
O -0.181 0.364 2.520 -0.24
C 1.231 0.846 4.221 -0.47
F 1.327 0.832 5.536 0.23
F 2.353 0.375 3.610 0.18
F 1.135 2.157 3.788 0.14
C 0.182 -1.468 4.351 -0.48
F 0.133 -1.342 5.685 0.21
F -0.793 -2.332 3.963 0.16
F 1.381 -2.005 3.998 0.16

Entry 4:
37
Properties=species:S:1:pos:R:3:lowdin_charge:R:1 method="wB97M-V/def2-TZVPD" lumo_energy_ev=-3.56 e_homo_ha=-0.4150 total_charge=+1
C -4.049 -0.249 -4.060 -0.03
C -3.137 0.323 -4.938 0.00
C -1.821 -0.102 -4.760 0.00
C -1.556 -1.002 -3.774 -0.28
N -0.123 -1.469 -3.639 0.18
C 0.542 -0.709 -2.566 -0.21
C 0.386 -1.074 -1.251 0.01
C 1.060 -0.325 -0.317 -0.10
N 1.833 0.721 -0.571 0.12
C 1.962 1.015 -1.853 -0.11
C 1.343 0.360 -2.891 0.00
N -2.357 -1.551 -2.888 0.16
C -3.606 -1.125 -3.092 -0.10
H -5.104 -0.012 -4.131 0.12
H -3.434 1.035 -5.697 0.13
H -1.027 0.279 -5.396 0.13
H -0.176 -2.468 -3.423 0.19
H 0.357 -1.329 -4.528 0.18
H -0.224 -1.936 -1.006 0.13
H 0.953 -0.617 0.726 0.12
H 2.614 1.849 -2.107 0.13
H 1.475 0.625 -3.936 0.13
H -4.352 -1.535 -2.412 0.13
C -0.121 0.821 4.861 0.07
C 0.456 0.385 5.990 -0.23
C 1.944 0.211 6.098 -0.31
O 2.409 -0.170 7.153 0.12
C 2.758 0.505 4.925 0.08
C 2.179 0.938 3.799 -0.24
C 0.695 1.135 3.700 -0.32
O 0.233 1.545 2.648 0.09
O 2.877 1.219 2.698 0.10
O -0.247 0.083 7.075 0.12
H -1.190 0.951 4.771 0.14
H 3.826 0.361 5.009 0.14
H 2.222 1.514 2.036 0.09
H 0.403 -0.202 7.746 0.13